1.
Below is a cluster of 4 separate species, C4H13NO2 in total at a distorted geometry, with properties calculated with ωB97M-V with the def2-TZVPD basis set.

Cartesian coordinates (Å):
C -0.64434 1.12683 0.16407
C 0.74384 1.26331 -0.39161
C 0.82409 0.45693 -1.76251
C -0.10565 -0.31037 -2.17952
N -0.89634 1.87819 1.37246
H -0.89138 0.07437 0.26466
H -1.28289 1.49153 -0.66669
H 1.42741 0.91534 0.39870
H 1.07727 2.27040 -0.67995
H 1.87109 0.33680 -2.05059
H -1.45591 -1.14935 1.30929
H -0.77189 -0.54008 -2.99245
H -0.05560 1.84526 1.94417
H -1.59202 1.40004 1.94079
H -0.51641 -2.82018 -0.15177
H 0.34505 -2.01403 -0.99906
O 0.40993 -2.78928 -0.42957
H 0.76095 -1.53556 1.05456
H -0.11162 -0.90787 2.00649
O 0.86443 -0.99226 1.84854

Forces on the atoms, in the same order (eV/Å):
-0.5 1.2 -1.0
0.1 0.0 0.2
0.6 -0.6 2.4
-0.1 1.0 -1.3
0.6 0.0 0.2
0.0 -0.2 0.3
-0.4 -0.1 0.3
0.3 -0.4 -0.7
-0.4 -0.1 0.0
0.0 0.1 -0.5
-0.3 -0.2 -0.5
-0.1 -0.5 0.3
0.0 0.1 0.0
-0.1 -0.1 -0.2
0.0 -0.4 0.4
0.4 0.0 -0.2
-0.4 0.2 -0.2
0.7 -0.4 -0.1
0.5 0.1 0.4
-0.6 0.2 0.0

Output
lowest unoccupied orbital energy: -3.37 eV
highest occupied orbital energy: -7.3 eV
molar mass: 107.15 g/mol
energy above the lowest of the compared OMol25 structures with the same formula, charge and spin: 8.907 eV
total energy: -9935.2898 eV
HOMO-LUMO gap: 3.954 eV

In the Mulliken picture, each atom carries the following charge in e: -0.615 -0.482 -0.111 -0.444 -0.631 -0.072 0.370 0.449 0.343 0.357 0.141 0.343 0.302 0.295 0.340 0.377 -0.765 0.425 0.077 -0.698


2.
Below is a cluster of 4 separate species, C2H6N2O in total at a distorted geometry, with properties calculated with ωB97M-V with the def2-TZVPD basis set.

Cartesian coordinates (Å):
C -1.83223 -0.50147 -0.04574
C -0.42250 0.11124 -0.03374
H -1.70098 -1.75762 -1.09392
H -2.18042 -0.86868 1.53313
H -2.66190 0.81952 -0.50426
H -1.00559 1.80708 0.02425
H 0.61783 -1.59465 -0.40412
H 1.67642 0.80795 -0.03330
N -0.12321 1.35590 0.00955
N 0.64740 -0.77149 0.20576
O 1.88922 -0.12039 -0.06900

Forces on the atoms, in the same order (eV/Å):
-0.7 0.5 0.1
0.3 -0.6 1.3
-0.9 3.6 3.1
0.8 0.8 -4.7
1.9 -4.3 1.2
-0.8 1.3 -0.2
0.1 0.4 0.3
-0.5 1.1 0.1
-0.3 -1.1 -0.2
-0.2 0.3 -1.2
0.2 -1.8 0.2

Output
lowest unoccupied orbital energy: -0.80 eV
highest occupied orbital energy: -9.3 eV
molar mass: 74.08 g/mol
energy above the lowest of the compared OMol25 structures with the same formula, charge and spin: 9.286 eV
total energy: -7190.5017 eV
HOMO-LUMO gap: 8.533 eV

In the Mulliken picture, each atom carries the following charge in e: -0.835 0.545 0.234 0.250 0.236 0.186 0.276 0.421 -0.698 -0.181 -0.434


Q: Which value of HOMO-LUMO gap does entry 2 give?
A: 8.533 eV


Q: The highest total energy belongs to which entry?
A: C2H6N2O